No. 1
The following is a DFT calculation (the ωB97M-V functional and the def2-TZVPD basis) of the molecule C3H3N3O2 at a distorted geometry.

Each atom is followed by the atoms it is bonded to, with distances in Å.
Positions of all 11 atoms, in Å:
1 C 0.441 1.505 -1.297  C2 1.342, H5 1.236, O10 1.489
2 C -0.046 0.594 -0.441  C1 1.342, N7 1.495, N9 1.409
3 C -0.876 -0.897 0.717  N8 1.440, N9 1.292, O11 1.482
4 H 2.577 1.088 -0.866  O10 1.093
5 H -0.029 2.441 -1.953  C1 1.236
6 H -2.676 -1.172 1.441  O11 1.125
7 N 0.947 -0.479 -0.130  C2 1.495, N8 1.291
8 N 0.480 -1.381 0.665  C3 1.440, N7 1.291
9 N -1.277 0.160 0.090  C2 1.409, C3 1.292
10 O 1.906 1.701 -1.473  C1 1.489, H4 1.093
11 O -1.661 -1.410 1.864  C3 1.482, H6 1.125

Kohn-Sham gap in Eh: 0.3106
Structure (SMILES): O/C=C1\N=NC(O)=N1
Energy in eV: -11720.3178
LUMO in eV: -1.312
HOMO level in eV: -9.76
Relative energy (zero: lowest compared OMol25 entry of this formula, charge and spin) in kJ/mol: 544.1


No. 2
The following is a DFT calculation (the ωB97M-V functional and the def2-TZVPD basis) of a 20-piece molecular cluster, C28H31Cl57N3O3P overall at a distorted geometry.

Each atom is followed by the atoms it is bonded to, with distances in Å.
Positions of all 123 atoms, in Å:
1 C 2.062 1.461 1.167  C2 1.208, H17 1.101
2 C 1.373 0.974 0.302  C1 1.208, C3 1.569
3 C 0.589 0.024 -0.669  C2 1.569, C4 1.579, C6 1.577, C9 1.608
4 C 0.638 0.758 -2.066  C3 1.579, N5 1.143
5 N 0.730 1.322 -3.056  C4 1.143
6 C 1.297 -1.372 -0.860  C3 1.577, N7 1.501, H18 1.133, H19 1.124
7 N 2.775 -1.131 -0.963  C6 1.501, C8 1.499, H20 1.029
8 C 3.488 -2.366 -1.423  N7 1.499, H21 1.131, H22 1.123, H23 1.135
9 C -0.938 -0.027 -0.166  C3 1.608, C10 1.557, C12 1.584, H24 1.137
10 C -1.157 0.719 1.182  C9 1.557, N11 1.146
11 N -1.336 1.374 2.106  C10 1.146
12 C -1.568 -1.476 -0.051  C9 1.584, P13 1.888, H25 1.137, H26 1.121
13 P -2.305 -2.034 -1.697  C12 1.888, O14 1.494, O15 1.686, O16 1.661
14 O -2.990 -3.347 -1.503  P13 1.494
15 O -3.510 -0.904 -2.037  P13 1.686, H27 0.990
16 O -1.227 -1.975 -2.959  P13 1.661, H28 0.989
17 H 2.866 1.787 1.844  C1 1.101
18 H 1.162 -2.073 0.020  C6 1.133
19 H 1.018 -1.919 -1.801  C6 1.124
20 H 3.149 -0.965 -0.019  N7 1.029
21 H 4.327 -2.016 -2.098  C8 1.131
22 H 2.833 -3.097 -1.969  C8 1.123
23 H 3.967 -2.874 -0.529  C8 1.135
24 H -1.551 0.530 -0.945  C9 1.137
25 H -2.469 -1.374 0.636  C12 1.137
26 H -0.910 -2.251 0.424  C12 1.121
27 H -4.233 -1.060 -1.379  O15 0.990
28 H -1.364 -1.121 -3.438  O16 0.989
29 C -0.870 4.675 -2.385  Cl30 1.768, Cl31 1.768, Cl32 1.769, H33 1.086
30 Cl -1.306 3.917 -0.848  C29 1.768
31 Cl -2.139 4.413 -3.588  C29 1.768
32 Cl -0.571 6.405 -2.161  C29 1.769
33 H 0.045 4.214 -2.746  C29 1.086
34 C -1.869 -0.755 -6.464  Cl35 1.766, Cl36 1.769, Cl37 1.767, H38 1.087
35 Cl -1.463 0.673 -5.506  C34 1.766
36 Cl -1.936 -0.353 -8.186  C34 1.769
37 Cl -0.701 -2.046 -6.166  C34 1.767
38 H -2.850 -1.106 -6.156  C34 1.087
39 C 1.561 -1.305 3.918  Cl40 1.757, Cl41 1.772, Cl42 1.767, H43 1.087
40 Cl -0.182 -1.098 4.020  C39 1.757
41 Cl 1.962 -2.740 2.960  C39 1.772
42 Cl 2.293 0.143 3.220  C39 1.767
43 H 1.955 -1.444 4.922  C39 1.087
44 C -2.227 1.361 6.658  Cl45 1.768, Cl46 1.769, Cl47 1.769, H48 1.088
45 Cl -1.458 2.776 7.386  C44 1.768
46 Cl -2.263 1.515 4.896  C44 1.769
47 Cl -1.385 -0.119 7.137  C44 1.769
48 H -3.252 1.303 7.021  C44 1.088
49 C 4.798 -1.893 6.681  Cl50 1.768, Cl51 1.769, Cl52 1.767, H53 1.086
50 Cl 3.045 -1.686 6.781  C49 1.768
51 Cl 5.198 -3.327 5.724  C49 1.769
52 Cl 5.557 -0.454 5.992  C49 1.767
53 H 5.183 -2.035 7.687  C49 1.086
54 C 0.014 -5.482 -4.954  Cl55 1.769, Cl56 1.768, Cl57 1.767, H58 1.088
55 Cl 0.888 -6.674 -3.982  C54 1.769
56 Cl 1.149 -4.458 -5.844  C54 1.768
57 Cl -1.104 -6.282 -6.064  C54 1.767
58 H -0.564 -4.850 -4.283  C54 1.088
59 C -4.368 -3.924 -6.116  Cl60 1.766, Cl61 1.772, Cl62 1.766, H63 1.088
60 Cl -5.717 -4.940 -6.634  C59 1.766
61 Cl -4.886 -2.237 -5.963  C59 1.772
62 Cl -3.700 -4.506 -4.588  C59 1.766
63 H -3.589 -3.977 -6.873  C59 1.088
64 C -3.821 -6.551 -10.062  Cl65 1.767, Cl66 1.768, Cl67 1.768, H68 1.086
65 Cl -5.172 -7.565 -10.582  C64 1.767
66 Cl -4.333 -4.865 -9.909  C64 1.768
67 Cl -3.154 -7.141 -8.534  C64 1.768
68 H -3.043 -6.604 -10.817  C64 1.086
69 C -0.290 6.641 7.437  Cl70 1.767, Cl71 1.768, Cl72 1.768, H73 1.086
70 Cl 1.393 6.572 6.900  C69 1.767
71 Cl -0.505 5.713 8.927  C69 1.768
72 Cl -0.800 8.317 7.668  C69 1.768
73 H -0.912 6.197 6.665  C69 1.086
74 C -7.164 -0.937 -0.223  Cl75 1.773, Cl76 1.768, Cl77 1.765, H78 1.086
75 Cl -5.559 -1.619 0.098  C74 1.773
76 Cl -7.086 0.372 -1.409  C74 1.768
77 Cl -8.267 -2.199 -0.776  C74 1.765
78 H -7.548 -0.531 0.709  C74 1.086
79 C 5.092 4.136 1.907  Cl80 1.766, Cl81 1.770, Cl82 1.770, H83 1.086
80 Cl 4.619 5.765 2.400  C79 1.766
81 Cl 5.463 3.140 3.322  C79 1.770
82 Cl 3.816 3.384 0.938  C79 1.770
83 H 5.987 4.210 1.296  C79 1.086
84 C 5.263 -4.678 -6.533  Cl85 1.769, Cl86 1.767, Cl87 1.768, H88 1.086
85 Cl 6.814 -5.501 -6.325  C84 1.769
86 Cl 4.073 -5.285 -5.376  C84 1.767
87 Cl 5.459 -2.929 -6.363  C84 1.768
88 H 4.899 -4.884 -7.536  C84 1.086
89 C -5.401 0.645 9.175  Cl90 1.768, Cl91 1.770, Cl92 1.767, H93 1.086
90 Cl -3.848 -0.124 9.525  C89 1.768
91 Cl -5.195 1.967 8.015  C89 1.770
92 Cl -6.558 -0.542 8.563  C89 1.767
93 H -5.793 1.060 10.098  C89 1.086
94 C -5.137 3.943 0.542  Cl95 1.769, Cl96 1.769, Cl97 1.767, H98 1.086
95 Cl -6.892 4.019 0.743  C94 1.769
96 Cl -4.682 2.517 -0.400  C94 1.769
97 Cl -4.536 5.416 -0.227  C94 1.767
98 H -4.683 3.861 1.526  C94 1.086
99 C 1.956 -6.247 1.676  Cl100 1.769, Cl101 1.767, Cl102 1.767, H103 1.087
100 Cl 2.381 -4.882 0.635  C99 1.769
101 Cl 0.565 -7.119 1.021  C99 1.767
102 Cl 3.336 -7.333 1.871  C99 1.767
103 H 1.686 -5.859 2.655  C99 1.087
104 C 0.625 2.919 -8.446  Cl105 1.768, Cl106 1.769, Cl107 1.767, H108 1.087
105 Cl 1.027 4.347 -7.485  C104 1.768
106 Cl 0.554 3.327 -10.165  C104 1.769
107 Cl 1.796 1.627 -8.161  C104 1.767
108 H -0.355 2.565 -8.138  C104 1.087
109 C 3.315 10.039 5.991  Cl110 1.767, Cl111 1.768, Cl112 1.768, H113 1.086
110 Cl 1.565 10.264 6.089  C109 1.767
111 Cl 3.705 8.594 5.049  C109 1.768
112 Cl 4.088 11.466 5.288  C109 1.768
113 H 3.699 9.904 6.998  C109 1.086
114 C 0.880 -4.913 7.100  Cl115 1.769, Cl116 1.767, Cl117 1.770, H118 1.086
115 Cl 2.565 -4.966 6.563  C114 1.769
116 Cl 0.670 -5.855 8.580  C114 1.767
117 Cl 0.358 -3.241 7.347  C114 1.770
118 H 0.260 -5.353 6.324  C114 1.086
119 C 6.171 7.127 -1.286  Cl120 1.770, Cl121 1.767, Cl122 1.767, H123 1.086
120 Cl 7.160 6.212 -0.138  C119 1.770
121 Cl 4.612 6.333 -1.533  C119 1.767
122 Cl 5.942 8.786 -0.722  C119 1.767
123 H 6.694 7.158 -2.237  C119 1.086

Kohn-Sham gap in Eh: 0.3448
Energy in eV: -763214.5231
LUMO in eV: 0.053
HOMO level in eV: -9.33


No. 3
The following is a DFT calculation (the ωB97M-V functional and the def2-TZVPD basis) of a 2-piece molecular cluster, C21H30Br2IN2O6P2 overall at a distorted geometry.

Each atom is followed by the atoms it is bonded to, with distances in Å.
Positions of all 64 atoms, in Å:
1 C -0.937 -1.336 -6.235  C2 1.628, H29 1.166, H30 1.195, H31 1.194
2 C -0.655 -1.859 -4.719  C1 1.628, P3 1.906, H32 1.186, H33 1.195
3 P -0.109 -0.554 -3.441  C2 1.906, C4 1.827, C6 1.866
4 C -0.077 1.105 -4.204  P3 1.827, C5 1.675, H34 1.195, H35 1.198
5 C -1.539 1.840 -4.562  C4 1.675, H36 1.168, H37 1.195, H38 1.169
6 C -0.626 -0.897 -1.681  P3 1.866, C7 1.688, C13 1.661, C20 1.666
7 C -0.509 -2.575 -1.820  C6 1.688, C8 1.629, C12 1.674
8 C -1.726 -3.654 -1.736  C7 1.629, C9 1.625, H39 1.167
9 C -1.365 -5.226 -1.929  C8 1.625, N10 1.496, H40 1.195
10 N -0.056 -5.905 -2.185  C9 1.496, C11 1.496
11 C 1.107 -4.976 -2.330  N10 1.496, C12 1.633, H41 1.195
12 C 0.927 -3.362 -2.167  C7 1.674, C11 1.633, H42 1.195
13 C 0.321 -0.564 -0.358  C6 1.661, P14 1.893, C17 1.674, H43 1.195
14 P 2.206 -0.726 -0.382  C13 1.893, O15 1.736, I16 2.507
15 O 2.690 -2.250 0.296  P14 1.736, H44 1.005
16 I 3.174 0.971 1.189  P14 2.507
17 C -0.593 -1.493 0.693  C13 1.674, O18 1.334, O19 1.503
18 O -0.118 -2.232 1.697  C17 1.334
19 O -2.004 -1.309 0.208  C17 1.503, C20 1.523
20 C -2.084 -0.422 -1.028  C6 1.666, O19 1.523, C21 1.682, C24 1.601
21 C -3.441 -0.668 -1.990  C20 1.682, O22 1.356, O23 1.483
22 O -3.375 -0.776 -3.340  C21 1.356
23 O -4.805 -0.880 -1.447  C21 1.483
24 C -2.421 0.914 -0.214  C20 1.601, Br25 2.057, C26 1.457
25 Br -3.797 0.677 1.296  C24 2.057
26 C -1.925 2.284 -0.249  C24 1.457, C27 1.614, Br28 2.041
27 C -0.767 2.681 -1.301  C26 1.614, H45 1.199, H46 1.175, H47 1.159
28 Br -2.559 3.767 1.001  C26 2.041
29 H -1.449 -0.294 -6.342  C1 1.166
30 H -1.696 -2.117 -6.727  C1 1.195
31 H 0.020 -1.373 -6.948  C1 1.194
32 H -1.586 -2.518 -4.393  C2 1.186
33 H 0.245 -2.640 -4.799  C2 1.195
34 H 0.651 1.864 -3.637  C4 1.195
35 H 0.435 1.022 -5.285  C4 1.198
36 H -1.839 1.740 -5.686  C5 1.168
37 H -1.306 3.001 -4.400  C5 1.195
38 H -2.379 1.584 -3.791  C5 1.169
39 H -2.814 -3.295 -1.513  C8 1.167
40 H -2.296 -5.969 -1.825  C9 1.195
41 H 2.168 -5.471 -2.570  C11 1.195
42 H 1.938 -2.752 -2.349  C12 1.195
43 H 0.243 0.525 0.129  C13 1.195
44 H 2.496 -2.211 1.281  O15 1.005
45 H -0.146 3.559 -0.772  C27 1.199
46 H -1.279 3.218 -2.212  C27 1.175
47 H 0.030 1.881 -1.563  C27 1.159
48 C 1.074 1.341 5.075  C49 1.527, H54 1.093, H55 1.097, H56 1.095
49 C 2.495 1.327 5.632  C48 1.527, C50 1.546, N53 1.471, H57 1.097
50 C 2.588 1.826 7.093  C49 1.546, O51 1.431, H58 1.096, H59 1.097
51 O 2.511 3.248 7.233  C50 1.431, C52 1.420
52 C 1.190 3.766 7.246  O51 1.420, H60 1.094, H61 1.092, H62 1.094
53 N 3.367 2.105 4.739  C49 1.471, H63 1.021, H64 1.024
54 H 0.727 2.348 4.829  C48 1.093
55 H 1.022 0.753 4.150  C48 1.097
56 H 0.369 0.900 5.787  C48 1.095
57 H 2.835 0.284 5.620  C49 1.097
58 H 3.574 1.546 7.481  C50 1.096
59 H 1.851 1.330 7.737  C50 1.097
60 H 0.484 3.089 7.737  C52 1.094
61 H 0.864 3.984 6.227  C52 1.092
62 H 1.201 4.711 7.796  C52 1.094
63 H 4.329 2.019 5.068  N53 1.021
64 H 3.149 3.094 4.890  N53 1.024

Kohn-Sham gap in Eh: 0.2418
Charge: -1
Energy in eV: -204277.2601
LUMO in eV: 1.815
HOMO level in eV: -4.76


No. 4
The following is a DFT calculation (the ωB97M-V functional and the def2-TZVPD basis) of a 2-piece molecular cluster, C4H11NO2 overall at a distorted geometry.

Each atom is followed by the atoms it is bonded to, with distances in Å.
Positions of all 18 atoms, in Å:
1 C 0.797 -0.043 1.467  N2 1.429, O6 1.223, H7 1.121
2 N 0.542 -1.181 0.640  C1 1.429, C3 1.425, H8 1.028
3 C 0.418 -1.279 -0.775  N2 1.425, C4 1.507, H9 1.151, H10 1.106
4 C -0.989 -1.107 -1.285  C3 1.507, C5 1.563, H11 1.100, H12 1.083
5 C -1.753 -2.277 -1.984  C4 1.563, H13 1.080, H14 1.072, H15 1.140
6 O 0.743 1.100 1.037  C1 1.223
7 H 1.258 -0.238 2.471  C1 1.121
8 H 0.232 -2.061 1.072  N2 1.028
9 H 1.002 -0.328 -1.062  C3 1.151
10 H 0.997 -2.071 -1.286  C3 1.106
11 H -1.624 -0.866 -0.420  C4 1.100
12 H -1.132 -0.316 -2.012  C4 1.083
13 H -2.763 -1.896 -2.000  C5 1.080
14 H -1.826 -3.235 -1.509  C5 1.072
15 H -1.608 -2.569 -3.077  C5 1.140
16 H 1.325 6.559 3.178  O18 0.982
17 H 2.124 5.492 2.551  O18 0.943
18 O 2.258 6.313 2.996  H16 0.982, H17 0.943

Kohn-Sham gap in Eh: 0.3903
Structure (SMILES): CCCNC=O.O
Energy in eV: -9910.4704
LUMO in eV: 0.827
HOMO level in eV: -9.79
Relative energy (zero: lowest compared OMol25 entry of this formula, charge and spin) in kJ/mol: 170.9